C16H23GaN6O7 | ωB97M-V/def2-TZVPD

XYZ file:
```
53
Properties=species:S:1:pos:R:3:mulliken_charge:R:1
Ga 1.417 0.473 0.657 0.42
O 0.377 -0.794 6.454 -0.46
C 0.647 -0.567 5.188 0.69
C 1.211 0.616 4.695 -0.57
C 1.421 0.721 3.344 0.10
N 1.100 -0.251 2.485 0.14
C 0.635 -1.422 2.961 0.81
C 0.380 -1.619 4.287 -0.76
C 0.529 -2.534 1.960 0.11
O -0.039 -3.554 2.068 -0.40
O 1.272 -2.179 0.787 -0.13
C 2.124 1.921 2.727 0.06
O 2.310 2.908 3.364 -0.52
O 2.456 1.749 1.433 -0.37
H 0.610 -0.057 7.039 0.35
H 1.510 1.435 5.337 0.57
H 0.018 -2.575 4.645 0.62
O 3.152 -1.152 0.713 -0.12
N 2.723 -2.186 1.027 0.32
C -0.553 -2.968 -4.271 -1.40
C -1.175 -1.588 -4.459 0.72
C -2.271 -1.314 -3.433 -1.21
C -0.121 -0.479 -4.474 -1.24
N 0.607 -0.388 -3.184 0.64
C 0.276 0.226 -2.069 -0.46
N 1.223 -0.052 -1.183 0.47
N 2.133 -0.866 -1.796 -0.14
N 1.765 -1.060 -2.992 -0.74
H -1.317 -3.738 -4.376 0.43
H -0.116 -3.082 -3.273 0.23
H 0.227 -3.165 -5.007 0.39
H -1.621 -1.538 -5.455 0.37
H -1.894 -1.414 -2.408 0.12
H -3.072 -2.046 -3.537 0.47
H -2.713 -0.322 -3.558 0.34
H -0.567 0.499 -4.651 0.44
H 0.646 -0.658 -5.223 0.37
H -0.597 0.837 -1.915 0.84
C -2.742 1.065 0.457 -1.32
C -1.523 1.057 1.345 -0.14
O -0.324 1.490 0.609 0.10
C -0.227 2.972 0.519 -0.54
C 0.669 3.391 -0.617 -1.18
H -3.611 0.766 1.046 0.46
H -2.633 0.352 -0.363 0.23
H -2.956 2.052 0.048 0.38
H -1.315 0.050 1.697 0.22
H -1.626 1.714 2.209 0.35
H 0.137 3.330 1.480 0.31
H -1.242 3.329 0.368 0.58
H 1.689 3.030 -0.502 0.28
H 0.727 4.480 -0.611 0.50
H 0.265 3.103 -1.587 0.26
```

The energy above the lowest of the compared OMol25 structures with the same formula, charge and spin is 217.15 kJ/mol. As for the LUMO energy: -7.87 eV. Its orbital gap is 9.01 eV. As for the net charge: +2.

=====

C16H23IN2OPt | ωB97M-V/def2-TZVPD

XYZ file:
```
44
Properties=species:S:1:pos:R:3:mulliken_charge:R:1
C 2.826 2.757 0.683 -1.56
C 2.447 1.431 -0.050 0.31
H 2.506 3.638 0.136 0.43
H 3.919 2.777 0.733 0.36
H 2.467 2.800 1.707 0.42
H 1.840 1.690 -1.009 0.06
H 3.258 0.898 -0.553 0.58
H 2.239 0.669 0.769 -0.09
C -2.552 1.449 -0.513 0.38
C -3.788 1.110 -1.059 -0.86
C -3.905 -0.068 -1.801 -0.55
C -2.783 -0.865 -1.953 -0.73
H -2.414 2.364 0.066 0.03
H -4.628 1.773 -0.900 0.44
H -4.855 -0.354 -2.249 0.47
H -2.808 -1.794 -2.509 0.37
N -1.463 0.687 -0.680 -0.30
C -1.557 -0.474 -1.381 1.10
C -0.340 -1.262 -1.448 0.28
N 0.762 -0.694 -0.872 0.08
C 1.888 -1.427 -0.749 -0.02
C 0.890 -3.303 -1.880 -0.60
C 1.987 -2.716 -1.252 -0.85
H 2.709 -0.971 -0.205 0.42
H 2.932 -3.238 -1.128 0.44
C -0.285 -2.563 -1.973 -0.73
H -1.188 -2.961 -2.427 0.37
H 0.939 -4.314 -2.277 0.47
Pt 0.540 1.169 0.103 1.07
I -0.269 3.423 1.099 0.08
C -1.424 0.361 3.209 -1.25
C -0.006 -0.143 2.946 1.22
C 0.988 0.745 3.691 -1.33
C 0.118 -1.557 3.523 -1.71
O 0.227 -0.311 1.573 -0.18
H -1.677 0.239 4.270 0.46
H -2.127 -0.218 2.601 0.38
H -1.513 1.419 2.936 0.20
H 0.795 0.682 4.772 0.47
H 2.013 0.399 3.511 0.40
H 0.898 1.793 3.388 0.22
H -0.561 -2.234 2.993 0.41
H 1.140 -1.926 3.376 0.41
H -0.116 -1.578 4.594 0.44
```

The energy above the lowest of the compared OMol25 structures with the same formula, charge and spin is 0.00 kJ/mol. Its spin multiplicity is 5. As for the LUMO energy (alpha / beta): -7.00 / -10.11 eV. Its orbital gap (alpha / beta) is 7.29 / 5.56 eV. As for the net charge: +2.

=====

C16H23N3O2 | ωB97M-V/def2-TZVPD

XYZ file:
```
44
Properties=species:S:1:pos:R:3:mulliken_charge:R:1
O -0.029 2.677 -0.657 -0.72
C 0.499 1.891 0.113 0.62
N 1.803 1.625 0.209 -0.09
H 2.059 0.903 0.874 0.30
C 2.814 2.146 -0.674 -0.81
H 3.620 2.585 -0.077 0.37
H 2.340 2.926 -1.274 0.41
C 3.383 1.044 -1.583 -0.92
C 4.043 -0.026 -0.760 0.44
C 5.377 0.091 -0.391 -0.35
C 5.974 -0.868 0.408 -0.53
C 5.241 -1.954 0.855 -0.42
C 3.910 -2.079 0.495 -0.67
C 3.316 -1.121 -0.308 -0.21
H 2.277 -1.228 -0.588 0.39
H 3.331 -2.922 0.841 0.38
H 5.706 -2.701 1.481 0.37
H 7.014 -0.766 0.683 0.37
H 5.953 0.937 -0.738 0.37
H 2.568 0.619 -2.172 0.32
H 4.104 1.498 -2.264 0.43
C -0.324 1.071 1.113 0.51
O 0.192 0.230 1.831 -0.72
N -1.617 1.399 1.073 -0.07
H -1.866 2.109 0.395 0.28
C -2.650 0.732 1.822 -1.40
H -3.270 1.482 2.323 0.45
H -2.141 0.124 2.575 0.44
C -3.535 -0.169 0.946 0.55
C -2.712 -1.246 0.236 -0.52
C -3.635 -2.125 -0.617 -1.08
N -4.413 -1.367 -1.578 -0.34
H -3.787 -0.947 -2.260 0.29
C -5.186 -0.326 -0.931 -0.97
C -4.323 0.631 -0.095 -0.69
H -4.959 1.371 0.394 0.38
H -3.634 1.156 -0.761 0.32
H -5.729 0.227 -1.701 0.42
H -5.918 -0.818 -0.282 0.35
H -3.053 -2.872 -1.161 0.43
H -4.342 -2.650 0.033 0.37
H -1.969 -0.771 -0.410 0.23
H -2.180 -1.857 0.967 0.43
H -4.250 -0.662 1.615 0.28
```

The energy above the lowest of the compared OMol25 structures with the same formula, charge and spin is 0.00 kJ/mol. As for the LUMO energy: 0.79 eV. Its orbital gap is 9.48 eV. Its SMILES is O=C(NCCc1ccccc1)C(=O)NCC1CCNCC1. As for the net charge: 0.

=====

C16H23N3O2S2 | ωB97M-V/def2-TZVPD

XYZ file:
```
46
Properties=species:S:1:pos:R:3:mulliken_charge:R:1
C 3.116 4.202 -1.175 -1.49
C 3.621 2.796 -1.069 1.02
C 4.983 2.536 -1.121 -0.79
C 5.474 1.246 -1.016 -0.56
C 4.598 0.188 -0.855 -0.85
C 3.236 0.430 -0.804 -0.23
C 2.738 1.723 -0.916 0.51
C 1.265 1.943 -0.822 -0.85
H 0.913 2.713 -1.506 0.52
H 0.709 1.022 -0.992 0.24
S 0.789 2.562 0.844 -0.14
C 1.205 1.090 1.835 -0.70
C 0.332 -0.074 1.433 0.29
O 0.759 -1.106 0.941 -0.61
N -0.977 0.119 1.670 -0.25
N -1.893 -0.835 1.242 -0.10
C -3.170 -0.448 1.009 0.13
N -3.998 -1.365 0.462 -0.07
H -4.929 -1.035 0.266 0.24
C -3.648 -2.721 0.115 -1.13
H -3.015 -3.136 0.905 0.43
H -4.572 -3.300 0.065 0.44
C -2.915 -2.845 -1.240 0.47
C -2.601 -4.309 -1.584 -0.81
H -2.671 -4.464 -2.660 0.32
C -1.150 -4.459 -1.123 -0.74
H -1.105 -4.662 -0.053 0.27
C -0.595 -3.072 -1.426 -0.17
H -0.295 -2.993 -2.479 0.34
H 0.241 -2.777 -0.789 0.16
O -1.665 -2.168 -1.179 -0.58
H -0.616 -5.243 -1.654 0.42
H -3.278 -5.000 -1.086 0.37
H -3.528 -2.362 -2.012 0.27
S -3.732 1.042 1.469 -0.54
H -1.465 -1.495 0.584 0.39
H -1.408 1.016 1.900 0.32
H 1.031 1.373 2.872 0.46
H 2.256 0.845 1.679 0.39
H 2.550 -0.395 -0.670 0.44
H 4.969 -0.822 -0.766 0.42
H 6.539 1.070 -1.055 0.38
H 5.672 3.360 -1.241 0.34
H 2.472 4.444 -0.330 0.28
H 3.945 4.905 -1.196 0.39
H 2.533 4.332 -2.087 0.33
```

The energy above the lowest of the compared OMol25 structures with the same formula, charge and spin is 155.19 kJ/mol. As for the LUMO energy: 0.70 eV. Its orbital gap is 8.98 eV. Its SMILES is Cc1ccccc1CSCC(=O)NNC(=S)NC[C@@H]1CCCO1. As for the net charge: 0.

=====

C16H23N3O3 | ωB97M-V/def2-TZVPD

XYZ file:
```
45
Properties=species:S:1:pos:R:3:mulliken_charge:R:1
C -6.010 -2.055 -0.691 -1.15
C -4.811 -1.256 -0.311 0.61
N -3.877 -1.853 0.421 -0.53
C -2.818 -1.145 0.770 -0.19
C -2.674 0.188 0.389 0.43
N -3.603 0.793 -0.351 -0.40
C -4.653 0.082 -0.698 -0.37
H -5.397 0.589 -1.298 0.40
C -1.469 0.956 0.798 0.55
O -0.696 0.559 1.646 -0.72
O -1.340 2.088 0.128 -0.34
C -0.239 2.942 0.427 -0.74
H -0.057 2.951 1.508 0.36
H -0.530 3.931 0.072 0.32
C 1.043 2.500 -0.314 0.73
O 1.504 3.139 -1.234 -0.67
N 1.568 1.373 0.184 -0.04
H 1.081 0.900 0.936 0.45
C 2.681 0.659 -0.422 -0.51
C 2.126 -0.559 -1.177 -1.19
H 2.848 -0.884 -1.924 0.56
C 1.721 -1.749 -0.297 -0.48
C 2.729 -2.901 -0.282 -1.10
H 2.258 -3.743 0.235 0.41
H 2.910 -3.218 -1.313 0.34
C 4.079 -2.642 0.392 -0.65
H 4.592 -3.606 0.442 0.32
C 4.984 -1.648 -0.348 -0.66
C 5.022 -0.236 0.248 -0.99
H 5.490 0.434 -0.476 0.35
H 5.664 -0.259 1.132 0.37
C 3.688 0.360 0.689 -0.59
H 3.220 -0.289 1.430 0.21
H 3.901 1.310 1.187 0.47
H 6.010 -2.024 -0.330 0.41
H 4.692 -1.606 -1.396 0.36
H 3.925 -2.316 1.421 0.40
H 1.519 -1.420 0.723 0.44
H 0.782 -2.157 -0.682 0.29
H 1.251 -0.203 -1.728 0.54
H 3.124 1.348 -1.149 0.57
H -2.063 -1.644 1.362 0.49
H -5.890 -3.079 -0.349 0.31
H -6.146 -2.044 -1.771 0.33
H -6.903 -1.627 -0.237 0.30
```

The energy above the lowest of the compared OMol25 structures with the same formula, charge and spin is 143.02 kJ/mol. As for the LUMO energy: -0.13 eV. Its orbital gap is 9.33 eV. Its SMILES is Cc1cnc(C(=O)OCC(=O)NC2CCCCCCC2)cn1. As for the net charge: 0.

=====

Q: Which value of energy above the lowest of the compared OMol25 structures with the same formula, charge and spin does entry 5 give?
A: 143.02 kJ/mol

=====

Q: Which value of energy above the lowest of the compared OMol25 structures with the same formula, charge and spin does entry 5 give?
A: 143.02 kJ/mol